# 1
{
  "formula": "C23H44BClO14S4",
  "method": "wB97M-V/def2-TZVPD",
  "smiles": "COB(O)[C@@]1(CCCO)OC(=O)O[C@@H]1Cl.O=S1(=O)CCCC1.O=S1(=O)CCCC1.O=S1(=O)CCCC1.O=S1(=O)CCCC1",
  "homo_energy_ha": -0.35357,
  "energy_ha": -4033.98275,
  "multiplicity": 1,
  "homo_lumo_gap_ev": 9.987,
  "elements": ["Cl", "S", "S", "S", "S", "O", "O", "O", "O", "O", "O", "O", "O", "O", "O", "O", "O", "O", "O", "C", "C", "C", "C", "C", "C", "C", "C", "C", "C", "C", "C", "C", "C", "C", "C", "C", "C", "C", "C", "C", "C", "C", "B", "H", "H", "H", "H", "H", "H", "H", "H", "H", "H", "H", "H", "H", "H", "H", "H", "H", "H", "H", "H", "H", "H", "H", "H", "H", "H", "H", "H", "H", "H", "H", "H", "H", "H", "H", "H", "H", "H", "H", "H", "H", "H", "H", "H"],
  "xyz": [[-1.403, 2.360, -0.609], [1.723, -0.993, 5.574], [5.633, -2.898, 3.411], [2.398, -0.444, -0.522], [-3.597, 1.742, -6.268], [-4.008, 1.552, -2.507], [-2.464, 1.569, -5.388], [5.120, -4.175, 3.834], [1.520, 0.602, -0.986], [1.891, -1.724, -0.095], [1.189, -1.288, 6.882], [4.764, -1.847, 2.938], [-3.832, -0.514, 0.573], [-5.354, -0.259, -1.791], [-1.648, 0.073, 0.734], [-4.464, 0.643, -6.611], [-2.453, -1.653, 1.862], [2.887, -0.153, 5.406], [-7.312, 0.827, 0.028], [-6.621, 1.179, 1.228], [-3.989, 4.331, -6.328], [0.413, -0.368, 4.531], [6.943, -3.171, 2.211], [-4.141, 1.873, 0.918], [-2.193, 0.784, -0.381], [-3.043, 2.558, -7.768], [4.992, -0.208, -1.101], [8.233, -2.664, 2.866], [-3.688, 0.783, -0.071], [-2.629, -0.792, 1.138], [1.981, -2.521, 4.672], [-4.585, 3.099, -5.656], [-3.731, 3.929, -7.786], [3.466, 0.205, 0.757], [0.621, -1.080, 3.199], [8.065, -2.807, 4.384], [3.693, -0.716, -1.738], [-5.620, 2.290, 0.843], [4.841, -0.352, 0.420], [0.939, -2.536, 3.547], [-5.844, -0.253, -3.140], [6.682, -2.248, 4.704], [-4.415, 0.664, -1.500], [-3.121, 4.666, -8.307], [-0.256, -1.001, 2.562], [9.100, -3.215, 2.502], [-1.900, 0.231, -1.278], [6.710, -2.628, 1.299], [0.485, 0.715, 4.459], [3.452, 1.292, 0.680], [-3.046, 4.600, -5.847], [5.855, -0.759, -1.476], [-3.321, 1.951, -8.626], [3.737, -1.784, -1.945], [-5.892, 2.749, -0.111], [-3.524, 2.772, 0.875], [-4.682, 3.857, -8.318], [3.106, -0.107, 1.733], [-7.927, 0.112, 0.238], [4.893, -1.402, 0.698], [-5.613, 2.931, -5.978], [1.304, -3.087, 2.681], [0.029, -3.033, 3.893], [-5.063, -0.452, -3.875], [1.463, -0.637, 2.668], [-4.532, 3.129, -4.568], [-6.348, 0.690, -3.354], [-1.960, 2.653, -7.716], [-6.116, 0.329, 1.697], [8.114, -3.863, 4.663], [8.845, -2.278, 4.929], [-4.660, 5.187, -6.257], [-3.299, 1.147, -3.033], [3.447, -0.173, -2.648], [-5.753, 3.074, 1.598], [-0.537, -0.652, 4.985], [1.858, -3.361, 5.352], [6.302, -2.559, 5.674], [5.140, 0.844, -1.355], [2.995, -2.509, 4.278], [-6.567, -1.064, -3.228], [-3.986, 1.456, 1.921], [-7.358, 1.611, 1.917], [6.989, -4.239, 2.005], [5.627, 0.178, 0.957], [6.668, -1.161, 4.626], [8.385, -1.612, 2.615]],
  "mulliken_charge": [-0.185, 1.159, 1.116, 1.331, 1.238, -0.023, -0.659, -0.739, -0.665, -0.649, -0.719, -0.485, -0.524, -0.613, -0.163, -0.703, -0.479, -0.647, -0.508, -0.516, -0.707, -0.932, -0.497, -1.107, -0.435, -0.677, -0.859, -0.657, 1.045, 0.439, 0.352, -0.321, -0.648, -0.118, 1.732, -0.623, -0.822, -0.857, -0.193, -0.954, -0.647, -0.770, 0.421, 0.332, -0.719, 0.345, 0.394, 0.185, 0.472, 0.412, 0.320, 0.348, 0.327, 0.369, 0.403, 0.399, 0.301, -0.328, 0.278, -0.172, 0.366, 0.478, 0.299, 0.297, -0.783, 0.104, 0.266, 0.347, 0.311, 0.296, 0.357, 0.376, 0.166, 0.407, 0.479, 0.434, 0.542, 0.417, 0.356, -0.713, 0.252, 0.464, 0.401, 0.408, 0.591, 0.389, 0.296]
}


# 2
{
  "formula": "C3H7O6P",
  "method": "wB97M-V/def2-TZVPD",
  "smiles": "O=P([O-])([O-])C(O)(CO)CO",
  "homo_energy_ha": -0.01763,
  "charge": -2,
  "energy_ha": -911.39101,
  "de_lowest_ev": 0.293,
  "multiplicity": 1,
  "homo_lumo_gap_ev": 7.108,
  "elements": ["P", "O", "O", "O", "O", "O", "O", "C", "C", "C", "H", "H", "H", "H", "H", "H", "H"],
  "xyz": [[1.214, -0.414, -1.009], [0.533, 1.667, 0.484], [1.068, -0.741, 2.138], [0.384, -1.468, -1.751], [1.632, 0.802, -1.833], [2.351, -0.993, -0.155], [-1.998, -0.581, -1.129], [0.047, 0.371, 0.254], [-0.154, -0.398, 1.530], [-1.578, 0.620, -0.559], [-0.734, -1.311, 1.299], [1.112, 1.757, -0.307], [-2.297, 0.950, 0.198], [1.675, -0.869, 1.342], [-0.733, 0.201, 2.257], [-1.397, 1.400, -1.305], [-1.125, -0.994, -1.455]],
  "mulliken_charge": [0.983, -0.655, -0.602, -0.840, -0.883, -0.868, -0.582, 0.415, -0.718, -0.687, 0.187, 0.383, 0.338, 0.508, 0.328, 0.218, 0.476]
}


# 3
{
  "formula": "C10H8O",
  "method": "wB97M-V/def2-TZVPD",
  "smiles": "c1ccc(-c2ccco2)cc1",
  "homo_energy_ha": -0.30839,
  "energy_ha": -461.00217,
  "de_lowest_ev": 2.881,
  "multiplicity": 1,
  "homo_lumo_gap_ev": 9.388,
  "elements": ["O", "C", "C", "C", "C", "C", "C", "C", "C", "C", "C", "H", "H", "H", "H", "H", "H", "H", "H"],
  "xyz": [[-1.744, -0.919, -0.474], [-1.078, 0.114, 0.085], [-1.921, 1.024, 0.626], [0.435, 0.019, 0.004], [2.533, -1.142, 0.310], [2.596, 1.165, -0.328], [-2.998, -0.625, -0.409], [1.144, 1.132, -0.289], [1.153, -1.187, 0.295], [-3.180, 0.496, 0.249], [3.275, -0.061, -0.034], [-1.655, 1.835, 0.996], [4.273, -0.021, 0.168], [0.842, 2.182, -0.588], [3.038, 2.187, -0.556], [-4.098, 1.033, 0.532], [-3.819, -1.268, -0.806], [0.545, -2.237, 0.501], [3.070, -1.966, 0.492]],
  "mulliken_charge": [-0.293, 0.166, -0.920, 0.748, -0.394, -0.299, -0.383, -0.318, -0.398, -0.366, -0.688, 0.784, 0.438, 0.238, 0.292, 0.343, 0.381, 0.185, 0.483]
}


# 4
{
  "formula": "CClNO4",
  "method": "wB97M-V/def2-TZVPD",
  "smiles": "O=C(Cl)O[N+](=O)[O-]",
  "homo_energy_ha": -0.42859,
  "energy_ha": -853.87381,
  "de_lowest_ev": 1.327,
  "multiplicity": 1,
  "homo_lumo_gap_ev": 11.208,
  "elements": ["Cl", "O", "O", "O", "O", "N", "C"],
  "xyz": [[0.756, 0.544, 2.529], [-1.529, -0.869, -1.310], [1.847, 0.180, 0.205], [-0.242, -0.600, 0.533], [-0.416, 0.951, -1.044], [-0.808, -0.112, -0.824], [0.885, 0.031, 0.870]],
  "mulliken_charge": [-0.132, -0.478, -0.378, -0.332, -0.461, 1.153, 0.629]
}


- Which value of multiplicity does entry 4 give?
  1